Molecular formula: C2H5BrSi
Method: DFT, ωB97M-V with the def2-TZVPD basis set

Atoms and positions in Å:
C -0.220 -1.398 -1.080
C -0.615 -0.126 0.071
Si 0.673 1.125 0.662
Br -2.363 -0.288 0.820
H -1.120 -1.957 -1.318
H 0.655 -1.425 -1.778
H 0.234 1.051 2.099
H 2.060 0.633 0.592
H 0.698 2.384 -0.068

## Properties
Kohn-Sham gap (alpha / beta)   8.682 / 8.497 eV
Energy relative to the best compared isomer or geometry (same formula, charge and spin)   100.46 kcal per mole
HOMO level (alpha / beta)   -9.025 / -8.619 eV
DFT total energy   -2942.54941 Ha
LUMO level (alpha / beta)   -0.3 / -0.1 eV
2S+1   1

=====

Molecular formula: C14H14BCl4O4
Method: DFT, ωB97M-V with the def2-TZVPD basis set

Atoms and positions in Å:
Cl -3.782 -2.406 -0.601
B -2.862 -1.910 0.991
Cl -2.863 -0.017 1.235
Cl -3.745 -2.611 2.516
O -1.548 -2.462 0.881
C -0.569 -2.727 1.855
C 0.758 -2.168 1.168
C 1.780 -1.564 1.911
C 3.086 -1.524 1.420
C 3.333 -1.986 0.124
Cl 4.956 -2.014 -0.485
C 2.284 -2.350 -0.712
C 0.979 -2.386 -0.191
H -0.831 -2.104 2.753
H 1.545 -1.075 2.865
H 3.917 -1.178 2.031
H 2.479 -2.627 -1.750
H 0.142 -2.566 -0.868
C -0.194 -5.706 0.561
C 0.445 -5.012 1.713
C -0.387 -4.077 2.614
C 0.441 -3.721 3.960
C -0.222 -3.897 5.274
C -1.694 -3.752 5.123
O -2.188 -4.835 4.276
C -1.632 -4.995 3.065
O -2.081 -5.890 2.362
O 1.638 -5.176 1.953
H -1.088 -6.236 0.932
H -0.526 -4.998 -0.208
H 0.525 -6.426 0.140
H 1.364 -4.297 3.915
H 0.741 -2.679 3.874
H 0.054 -4.867 5.731
H 0.141 -3.136 5.966
H -2.275 -3.831 6.043
H -1.960 -2.842 4.594

## Properties
Kohn-Sham gap   9.073 eV
HOMO level   -6.407 eV
DFT total energy   -2708.69351 Ha
LUMO level   2.7 eV
2S+1   1
Charge   -1

=====

Molecular formula: C3H9NO2
Method: DFT, ωB97M-V with the def2-TZVPD basis set

Atoms and positions in Å:
C 0.234 1.215 -1.733
C 1.040 0.706 -0.556
C 1.124 -0.364 1.694
H -0.878 1.017 -1.564
H 0.545 0.853 -2.699
H 0.590 2.422 -1.578
H -0.419 -0.486 0.327
H 2.230 -0.151 1.479
H 0.659 0.045 2.590
H 1.089 -1.535 1.712
H -2.925 -2.148 -0.597
H -3.295 -1.289 0.798
N 0.436 -0.055 0.489
O 2.159 1.126 -0.354
O -2.589 -1.356 -0.007

## Properties
Kohn-Sham gap   9.367 eV
Energy relative to the best compared isomer or geometry (same formula, charge and spin)   44.19 kcal per mole
HOMO level   -9.063 eV
DFT total energy   -324.90219 Ha
LUMO level   0.3 eV
2S+1   1

=====

Q: What is the 2S+1 in the third record?
A: 1

=====

Q: The highest DFT total energy belongs to which entry?
A: C3H9NO2